30
Properties=species:S:1:pos:R:3:forces:R:3:lowdin_charge:R:1 method="wB97M-V/def2-TZVPD" homo_energy_ev=-5.44 orbital_gap_ev=8.265 charge=-1 e_above_lowest_kcal_mol=6.6 fmax_ha_per_bohr=0.092 mol_weight_g_mol=349.08 e_tot_ev=-36168.906
H 0.39998 -2.66813 0.42749 -0.145 -0.441 -0.374 0.0996
H -2.23785 -2.93952 0.31371 -1.386 -0.227 -1.804 0.0299
H 0.05413 2.67098 2.77478 1.572 -1.268 -0.913 0.0912
H -2.17305 -2.29570 2.04936 0.083 -1.075 -1.575 0.1017
C -1.68341 -2.87349 1.17776 2.263 -0.116 4.158 -0.0680
I 2.71632 1.75994 -1.66215 0.638 0.388 -0.404 0.8939
C -0.34393 -2.17214 1.03400 -0.269 -1.127 0.393 -0.3754
O -0.54345 -0.88195 0.58318 0.869 2.368 -1.661 -0.2180
H -1.37692 -0.79846 -1.96658 -1.068 0.866 -0.372 0.1121
P 0.61052 -0.36598 -0.50093 -0.912 3.276 2.125 0.5123
H -1.23380 0.31300 -4.21409 -0.159 0.252 1.358 0.0845
O -0.26276 0.75344 -1.36891 -1.507 -0.005 0.140 -0.3337
C -1.77779 0.85315 -3.36471 1.830 0.837 -3.809 -0.1274
O 2.09836 -0.97258 1.16081 0.085 -0.339 -0.142 -0.0861
C -1.51762 0.31513 -1.99523 0.003 -0.446 1.760 -0.2866
O 0.98466 -1.41447 -1.40881 1.058 -1.918 -1.463 -0.2631
H 2.28005 2.69744 1.41339 -1.322 -1.038 -1.125 0.1288
H -2.79595 0.76663 -3.76966 -0.136 0.067 0.951 0.0588
H -0.47151 1.31293 1.89224 1.222 -0.682 0.441 0.0669
H 0.06527 -2.16595 2.02175 0.547 0.290 0.746 0.0980
H 1.13974 1.18839 2.88844 -0.126 -0.877 0.639 0.0535
H 0.75561 2.97943 0.42546 1.112 -1.846 0.323 0.1123
H -1.32475 -3.87280 1.60033 -1.166 0.866 -0.643 0.0952
C 1.87220 0.98305 0.11772 -1.129 -0.880 -0.689 -0.7917
H -1.43204 1.92263 -3.61295 -0.607 -1.289 1.130 0.0964
C 1.35698 2.13464 0.95849 -0.166 2.915 1.756 -0.3435
C 2.82170 0.05206 0.90817 -2.050 -0.893 0.106 -0.7815
C 0.51228 1.73500 2.22559 -2.095 2.379 -1.113 -0.1109
O 3.93319 0.29922 1.28803 1.471 0.815 0.191 0.0222
H -2.42617 0.68410 -1.39669 1.489 -0.850 -0.129 0.1287

***

24
Properties=species:S:1:pos:R:3:forces:R:3:lowdin_charge:R:1 method="wB97M-V/def2-TZVPD" homo_energy_ev="-7.04 / -7.59" orbital_gap_ev="7.305 / 7.747" e_above_lowest_kcal_mol=108.7 fmax_ha_per_bohr=0.072 mol_weight_g_mol=125.21 e_tot_ev=-10024.664
C -0.66010 0.54659 0.42086 1.265 -3.105 -1.513 -0.4038
H -0.26731 -1.45526 1.46318 -0.065 -0.226 0.004 0.1221
H -1.79129 1.66299 1.83680 -0.045 0.113 -0.005 0.0572
N -1.49402 0.88518 -0.68292 0.128 0.231 -0.685 0.0568
H -1.28433 -3.09569 -0.28220 -0.029 0.049 0.053 0.0816
H 0.70580 -1.30669 -1.40754 0.156 -0.067 -0.089 0.1117
C 1.98699 0.69198 0.96133 0.729 0.306 1.034 0.0481
C -0.42504 -1.25506 0.40676 0.059 2.478 0.212 -0.2362
H 0.51488 1.07094 -2.08731 0.002 -0.024 0.092 0.0660
C 1.35184 1.18624 -1.39546 -0.523 0.277 0.192 -0.0557
C -1.53788 -2.03143 -0.23297 -0.088 0.060 0.091 -0.0904
H 2.24002 0.79526 -1.89508 0.078 0.030 0.156 0.0843
H 1.94667 1.62414 1.50456 0.043 0.235 -0.111 0.0650
C 0.87169 -1.11546 -0.34822 0.441 0.644 0.047 -0.1342
C -0.89997 1.08098 1.64957 -0.510 0.944 1.463 0.0478
H 2.74127 -0.00668 1.28827 -0.084 -0.271 0.103 0.0616
H 1.49634 2.24802 -1.18960 0.083 0.032 -0.070 0.0796
C 1.10963 0.41300 -0.09471 -1.652 -1.455 -1.179 -0.4408
H -2.46692 -1.92303 0.33134 -0.019 -0.096 -0.034 0.0766
H 1.69225 -1.72786 0.03034 0.012 -0.123 -0.185 0.1083
H -1.70379 -1.68615 -1.25511 -0.003 0.019 0.034 0.0731
H -2.46324 0.62768 -0.56494 -0.011 0.006 0.141 0.0815
H -1.42271 1.86194 -0.93982 -0.124 -0.019 0.126 0.0843
H -0.24076 0.90835 2.48287 0.158 -0.038 0.124 0.0556

***

26
Properties=species:S:1:pos:R:3:forces:R:3:lowdin_charge:R:1 method="wB97M-V/def2-TZVPD" homo_energy_ev="-2.23 / -2.23" orbital_gap_ev="6.095 / 6.096" charge=-1 e_above_lowest_kcal_mol=69.7 fmax_ha_per_bohr=0.077 mol_weight_g_mol=155.22 e_tot_ev=-13562.705
H -0.22845 1.44837 2.14336 -1.160 0.557 -1.267 0.0628
O 2.87420 1.59548 -1.18288 -0.783 -1.053 0.568 -0.1448
C -1.55824 -1.19826 -1.14318 -0.220 2.104 -0.293 -0.1025
C -1.92775 0.12508 -0.38080 0.962 -1.469 -0.397 -0.3265
H -1.92741 1.96306 1.68343 0.306 -0.318 -0.165 0.0400
H 1.46647 -2.14911 -0.48390 -1.283 -0.143 -0.083 0.0359
H -2.44248 -1.83273 -1.16139 0.006 -0.210 -0.479 0.0372
N 1.95497 1.63602 -0.34938 0.722 1.864 0.641 -0.0883
N 0.40933 0.36755 -0.26281 1.369 -1.798 -0.820 0.0033
H -1.07266 -0.99424 -2.14465 -0.876 -0.357 0.791 0.0778
H -3.51584 0.03878 1.12025 -0.298 0.130 -0.783 0.0590
H 2.68751 -1.25300 1.30874 0.078 -0.215 1.341 0.0793
C -0.83477 0.78989 0.10851 0.277 -0.207 1.811 -0.3964
H -0.76976 -1.64841 -0.57749 0.473 -0.603 0.382 0.0199
C 2.35678 -1.61110 -0.68045 1.243 -0.670 0.608 -0.1294
C -0.91646 1.78069 1.28136 0.945 1.973 -0.332 -0.0728
H -3.51528 1.39976 -0.09330 -1.158 -0.637 -0.016 0.0567
H -3.97068 -0.44792 -0.66017 0.520 2.130 1.544 0.0886
H -0.53035 2.84552 0.91046 -0.549 -2.150 0.891 0.1020
C 1.67107 0.46127 0.51096 -3.093 2.356 0.637 -0.4000
H 1.33304 0.82520 1.57304 1.641 -0.448 -1.540 0.1220
H 3.70079 -0.26835 0.21747 -0.916 0.186 0.536 0.1100
H 3.12169 -2.38856 -0.57140 0.306 -0.009 -0.641 0.0599
H 2.35563 -1.15375 -1.65082 -0.055 0.095 -0.412 0.0648
C 2.66621 -0.64048 0.44557 0.472 -0.204 -1.660 -0.2336
C -3.38756 0.30923 0.03947 1.071 -0.905 -0.863 -0.1250

***

26
Properties=species:S:1:pos:R:3:forces:R:3:lowdin_charge:R:1 method="wB97M-V/def2-TZVPD" homo_energy_ev=-12.74 orbital_gap_ev=9.948 charge=+1 e_above_lowest_kcal_mol=91.4 fmax_ha_per_bohr=0.023 mol_weight_g_mol=155.22 e_tot_ev=-13557.325
H 0.71172 -1.53424 -0.86788 -0.007 -0.122 -0.039 0.0876
H 2.37378 1.53314 0.15311 0.110 0.008 0.032 0.0946
H -2.95458 -1.42670 -1.57621 -0.033 0.075 0.124 0.1355
H 3.64638 -1.04135 -0.68163 0.033 0.014 -0.044 0.1079
H 2.51782 -0.10830 -1.68523 0.029 0.015 -0.072 0.1075
H -2.04694 -2.13677 1.34354 0.093 0.007 -0.065 0.1304
H -0.44215 1.73958 1.62305 -0.038 -0.134 -0.087 0.1235
H 0.51950 2.75172 -0.45652 -0.084 -0.133 -0.021 0.1217
C -2.21062 -1.67848 -0.82897 -0.089 -0.381 -0.747 -0.0123
N -1.67255 -0.59044 -0.08132 0.570 0.623 -0.310 0.0271
C 2.69468 -0.52094 -0.69725 0.145 -0.032 -0.136 -0.1212
H 0.98295 -0.37674 1.68790 0.116 -0.024 -0.107 0.1189
C -1.12200 0.56522 -0.12204 -0.089 0.397 0.104 -0.2878
H 3.16696 0.38964 1.25770 -0.051 0.022 -0.043 0.1179
H -2.08536 2.12250 1.06160 -0.017 -0.057 -0.096 0.1353
C -1.09891 1.77124 0.75935 -0.055 0.287 0.312 -0.0010
O -0.63775 1.15581 -1.20031 -0.257 -1.038 -0.482 0.0912
C 2.45258 0.48233 0.43613 0.306 0.344 0.126 -0.1696
C -2.52180 -1.48941 0.61650 -0.476 -0.219 0.748 -0.0110
H 1.76497 -2.20060 0.40358 -0.022 0.030 -0.008 0.1179
C 1.49330 -1.29634 -0.14513 -0.102 -0.311 -0.099 -0.1815
C -0.51780 2.42642 -0.50788 0.099 0.771 0.429 -0.0588
H -1.13833 3.18347 -0.98695 0.049 -0.149 0.018 0.1371
H -1.52351 -2.45925 -1.12875 0.068 0.022 0.135 0.1232
H -3.49620 -1.11559 0.91248 0.045 0.024 -0.128 0.1330
N 1.14388 -0.14591 0.71116 -0.341 -0.039 0.456 -0.0670

***

27
Properties=species:S:1:pos:R:3:forces:R:3:lowdin_charge:R:1 method="wB97M-V/def2-TZVPD" homo_energy_ev=-11.81 orbital_gap_ev=8.668 charge=+1 e_above_lowest_kcal_mol=41.9 fmax_ha_per_bohr=0.090 mol_weight_g_mol=171.22 e_tot_ev=-15604.904
O -0.14797 1.70098 1.69033 0.738 0.039 0.759 0.0126
C -1.26791 0.30296 -1.47635 -1.331 0.462 -2.388 -0.0454
H -0.81346 -1.33271 0.86939 1.590 0.645 0.202 0.2023
C 2.17387 -0.32456 -0.31759 -0.202 2.250 -1.283 0.0120
C -1.36125 2.86418 0.08917 4.402 -0.986 -0.934 0.0852
H -1.93204 0.97579 -2.03613 0.614 -0.253 0.637 0.1399
H -1.54720 2.73835 -0.96258 -0.688 0.490 -0.208 0.0688
H -0.56717 -3.34611 -0.16388 0.672 -0.378 -1.160 0.1183
C -0.07692 -0.77032 0.18996 -3.542 -2.409 -0.377 -0.3766
H -0.49606 3.60983 0.20356 -1.528 -0.755 -0.076 0.1446
H -0.22932 -3.23546 -2.05951 -0.016 -0.509 1.303 0.1173
H 3.04856 -0.87117 -0.03616 0.139 -0.848 0.318 0.0777
N -0.84939 0.45602 -0.17751 1.560 1.186 2.344 0.0937
H 1.54177 0.77835 2.67019 -0.094 -0.134 -0.775 0.0986
H -2.14834 3.07728 0.72213 -1.798 0.691 0.990 0.0783
C 0.07115 -2.96110 -1.01381 0.572 -0.890 -0.193 -0.0212
C -0.79239 -0.84739 -1.95098 -0.270 0.519 1.577 -0.0278
H 1.16054 -3.24755 -0.91146 -1.234 0.046 0.209 0.1126
O 1.10871 -0.51984 0.65460 3.329 0.186 1.132 -0.1082
H 2.58035 0.79481 -0.26504 -1.433 -2.135 -0.422 0.1401
H 0.22023 1.33960 3.66449 -0.107 -0.616 -1.086 0.1229
H 1.74953 -0.67139 -1.33565 1.309 1.006 1.615 0.1257
H -1.00700 -1.12598 -2.92717 -0.017 -1.080 -1.495 0.1222
C -0.72633 1.55105 0.55217 -1.042 0.547 -0.851 -0.2688
H -0.08536 -0.19984 2.64174 1.311 1.708 0.415 0.1256
N -0.06544 -1.55234 -1.00877 -0.786 2.066 -1.693 -0.1807
C 0.45885 0.81655 2.69486 -2.148 -0.847 1.441 0.0304

***

27
Properties=species:S:1:pos:R:3:forces:R:3:lowdin_charge:R:1 method="wB97M-V/def2-TZVPD" homo_energy_ev=-14.52 orbital_gap_ev=11.736 charge=+1 e_above_lowest_kcal_mol=51.1 fmax_ha_per_bohr=0.087 mol_weight_g_mol=171.22 e_tot_ev=-15604.502
H -4.79154 0.82821 0.47542 0.142 -0.116 -1.102 0.1399
H -0.32589 -0.25327 -1.34239 0.476 0.185 -0.795 0.1127
H 0.59655 0.43051 1.79830 -0.785 1.203 -0.880 0.1207
C 0.67489 0.91204 0.77889 -0.200 0.292 2.020 0.0032
H 2.64150 -1.86698 0.20861 -1.607 1.352 2.114 0.1584
H 2.73954 -0.47591 1.55830 -1.644 -1.758 -1.249 0.1554
H 1.36220 1.79551 0.92949 -0.275 -1.287 -0.675 0.1365
N 1.24667 -0.25489 0.03341 0.538 -1.083 -0.476 -0.4500
O -2.18923 1.27138 0.92418 -1.004 -0.708 -1.290 0.1024
C -4.14344 1.02663 -0.42877 -3.332 2.740 -0.555 0.0160
C -2.85991 0.69901 0.09688 2.515 -1.948 0.990 -0.4401
H 2.54576 -0.59366 -1.79481 -0.954 1.531 2.144 0.1624
C 2.20292 0.21108 -0.98279 0.319 1.558 -3.348 -0.0492
O -2.50562 -0.65513 -0.35054 0.313 1.639 0.332 -0.0053
H 0.46981 -1.89410 -1.25881 0.264 0.347 0.528 0.1368
C -1.47281 -2.68664 0.12058 -0.177 0.212 -0.162 -0.1944
H -4.30964 2.15539 -0.57738 0.752 -1.508 0.456 0.1366
C 1.98749 -1.17598 0.95013 3.021 -0.450 0.043 -0.0101
C 0.18625 -0.97685 -0.73009 -3.906 0.524 2.085 0.0259
H 3.10369 0.74821 -0.57782 -0.998 -0.800 -0.003 0.1260
N -1.30293 -3.79985 -0.03788 -0.014 -1.407 -0.079 0.2061
H 1.54745 0.99960 -1.51315 1.528 -1.087 0.275 0.1351
H -1.30782 -1.03427 1.31008 0.266 0.527 -0.100 0.1458
H -4.55839 0.59974 -1.37147 0.780 -0.405 1.084 0.1176
C -1.40264 -1.26525 0.24965 2.175 0.398 -0.871 -0.2058
H 1.34760 -1.77740 1.65401 0.476 0.754 -0.959 0.1215
H -0.30768 1.27703 0.36958 1.330 -0.706 0.475 0.0960